No. 1
An isolated ion of composition C2H6N5S and charge +1 at a distorted geometry, computed with wB97M-V/def2-TZVPD.

Structure (XYZ):
```
14
C2H6N5S wB97M-V/def2-TZVPD
C 2.83 -0.28 0.05
C -0.65 -0.68 -0.40
N 3.30 -0.50 1.09
N -0.87 -1.81 -0.87
N -1.72 -0.06 0.41
N 0.31 0.31 -0.49
N 0.11 1.47 0.32
S 1.86 0.13 -1.28
H -0.35 -2.36 -1.56
H -1.86 -0.84 1.18
H -1.15 0.74 0.73
H -2.58 0.14 -0.10
H 0.04 2.32 -0.19
H 0.72 1.41 1.12
```

## Properties
orbital gap = 10.38 eV
charge = +1
LUMO energy = -3.999 eV
ΔE to the lowest compared entry with this formula, charge and spin = 2.539 eV

***

No. 2
A 5-piece molecular cluster, C22H33FN4 overall at a distorted geometry, computed with wB97M-V/def2-TZVPD.

Structure (XYZ):
```
60
C22H33FN4 wB97M-V/def2-TZVPD
C 5.77 -2.22 -24.76
C 6.23 -2.86 -23.48
C 5.15 -3.67 -22.65
C 4.62 -4.81 -23.50
N 4.25 -5.72 -24.19
H 4.74 -1.86 -24.68
H 5.84 -2.97 -25.55
H 6.40 -1.41 -25.14
H 6.69 -2.12 -22.83
H 7.02 -3.58 -23.71
H 4.38 -2.99 -22.29
H 5.50 -4.14 -21.73
C 1.65 -6.83 -20.93
C 2.16 -8.03 -20.12
C 3.73 -8.21 -20.10
C 4.43 -6.99 -19.84
N 4.93 -5.99 -19.62
H 0.63 -6.55 -20.65
H 1.62 -7.02 -22.00
H 2.26 -5.93 -20.86
H 1.74 -8.97 -20.47
H 2.05 -7.86 -19.05
H 4.10 -8.52 -21.08
H 4.05 -8.94 -19.35
C 7.04 -5.85 -15.48
C 6.52 -6.83 -16.49
C 6.60 -8.30 -16.02
C 6.19 -9.32 -17.03
N 5.89 -10.11 -17.83
H 7.10 -4.89 -16.00
H 8.08 -6.00 -15.21
H 6.42 -5.71 -14.59
H 7.25 -6.78 -17.30
H 5.55 -6.42 -16.73
H 6.00 -8.47 -15.13
H 7.64 -8.56 -15.83
C -1.61 -8.77 -19.19
C -1.33 -9.97 -20.17
C -0.27 -10.83 -19.51
C -0.50 -11.53 -18.23
N -0.79 -12.03 -17.22
H -1.83 -7.92 -19.85
H -0.71 -8.46 -18.65
H -2.44 -8.96 -18.51
H -1.01 -9.55 -21.12
H -2.25 -10.50 -20.37
H 0.62 -10.25 -19.25
H 0.13 -11.55 -20.22
F 3.41 -4.66 -15.12
C 2.33 -4.95 -15.88
C 2.38 -4.78 -17.27
C 1.22 -5.09 -17.99
C 0.13 -5.54 -17.35
C 0.08 -5.80 -15.95
C 1.20 -5.48 -15.23
H 3.27 -4.40 -17.76
H 1.22 -5.10 -19.07
H -0.78 -5.84 -17.86
H -0.84 -6.13 -15.51
H 1.21 -5.71 -14.18
```

## Properties
orbital gap (alpha / beta) = 8.57 / 4.27 eV
multiplicity = 2
charge = +1
LUMO energy (alpha / beta) = -4.603 / -8.900 eV

***

No. 3
A 10-piece molecular cluster, H20O10 overall at a distorted geometry, computed with wB97M-V/def2-TZVPD.

Structure (XYZ):
```
30
H20O10 wB97M-V/def2-TZVPD
O -0.49 0.25 0.25
H 0.32 -0.08 0.71
H -0.07 0.65 -0.52
O 2.07 -0.37 0.90
H 2.25 0.44 1.36
H 2.28 -1.09 1.49
O 0.69 2.81 -1.00
H -0.17 3.12 -1.25
H 1.07 3.52 -0.43
O 0.64 -2.40 -0.94
H 1.27 -2.86 -1.49
H 0.77 -1.51 -1.27
O -1.52 2.80 1.08
H -0.88 2.17 0.65
H -1.29 2.66 2.04
O -2.30 -0.45 1.97
H -1.98 -0.19 2.80
H -1.67 -0.05 1.35
O -2.07 -2.91 0.64
H -2.11 -3.61 1.27
H -2.01 -2.10 1.15
O 0.63 -0.01 -2.29
H 1.42 0.38 -2.71
H 0.34 -0.68 -2.88
O 0.20 -1.46 3.37
H 0.81 -0.79 3.66
H 0.67 -1.99 2.79
O 0.11 1.49 -4.30
H 0.20 1.01 -3.47
H 0.82 1.24 -4.91
```

## Properties
orbital gap = 9.54 eV
charge = 0
LUMO energy = -0.332 eV
ΔE to the lowest compared entry with this formula, charge and spin = 3.734 eV

***

No. 4
The molecule C5H7N at a distorted geometry, computed with wB97M-V/def2-TZVPD.

Structure (XYZ):
```
13
C5H7N wB97M-V/def2-TZVPD
C -0.98 -0.33 -0.95
C 0.35 -1.18 -0.59
C 1.35 -0.29 -0.18
C 0.58 0.98 0.19
C -0.46 0.64 1.28
H -1.85 -0.91 -0.45
H -0.86 -0.09 -2.10
H 0.61 -2.05 -0.89
H 2.24 -0.54 0.12
H 1.18 1.76 0.02
H -0.31 -0.38 1.85
H -1.11 1.45 1.73
N -0.72 0.93 -0.03
```

## Properties
orbital gap = 9.95 eV
charge = 0
LUMO energy = 1.134 eV
ΔE to the lowest compared entry with this formula, charge and spin = 5.072 eV

***

No. 5
C23H26N11O2RuSTe as an isolated structure, computed with wB97M-V/def2-TZVPD.

Structure (XYZ):
```
65
C23H26N11O2RuSTe wB97M-V/def2-TZVPD
Ru 1.12 -0.51 -0.23
N 4.04 -0.71 2.86
C 2.75 -0.68 2.60
N 2.60 -0.68 1.27
C 3.88 -0.70 0.80
N 4.79 -0.72 1.74
C 4.09 -0.66 -0.64
C 5.33 -0.71 -1.27
N 5.44 -0.67 -2.59
C 4.32 -0.59 -3.29
C 3.07 -0.53 -2.69
N 2.95 -0.57 -1.36
H 4.50 -0.72 3.76
H 1.96 -0.64 3.34
H 6.24 -0.79 -0.68
H 4.40 -0.56 -4.37
H 2.16 -0.46 -3.27
N -4.75 4.86 1.96
C -3.77 3.97 1.89
C -2.97 3.88 0.70
C -1.93 3.00 0.66
C -1.67 2.18 1.77
C -2.46 2.24 2.94
C -3.50 3.12 3.00
S -0.14 1.24 1.81
O 0.20 1.15 3.19
O 0.75 1.90 0.88
N -0.34 -0.24 1.14
C -0.90 -1.26 1.97
N -1.91 -0.89 2.75
C -2.42 -1.86 3.51
C -1.95 -3.16 3.48
C -0.92 -3.42 2.60
N -0.38 -2.47 1.83
H -4.96 5.49 1.19
H -5.32 4.96 2.79
H -3.18 4.54 -0.13
H -1.28 2.95 -0.20
H -2.21 1.61 3.77
H -4.11 3.20 3.89
H -3.24 -1.58 4.17
H -2.37 -3.93 4.10
H -0.50 -4.42 2.50
N -1.75 -0.57 -1.82
C -1.00 0.46 -2.28
C -1.47 1.26 -3.34
C -0.71 2.31 -3.78
C 0.52 2.59 -3.14
C 0.92 1.77 -2.14
N 0.21 0.69 -1.72
H -2.68 -0.68 -2.18
H -1.60 -0.90 -0.88
H -2.42 1.03 -3.79
H -1.06 2.92 -4.60
H 1.13 3.43 -3.44
H 1.85 1.95 -1.61
C 1.33 -3.42 -3.05
Te 0.84 -3.23 -0.99
C -1.19 -3.77 -1.28
H 1.09 -4.44 -3.35
H 2.40 -3.26 -3.18
H 0.75 -2.71 -3.65
H -1.59 -3.22 -2.12
H -1.74 -3.54 -0.37
H -1.22 -4.84 -1.47
```

## Properties
orbital gap (alpha / beta) = 7.67 / 5.59 eV
multiplicity = 5
charge = +3
LUMO energy (alpha / beta) = -8.229 / -11.231 eV
ΔE to the lowest compared entry with this formula, charge and spin = 0.000 eV

***

No. 6
C3H8N4 as an isolated structure at a distorted geometry, computed with wB97M-V/def2-TZVPD.

Structure (XYZ):
```
15
C3H8N4 wB97M-V/def2-TZVPD
N -1.95 0.60 -1.13
C -0.76 1.06 -0.68
N -0.39 2.24 -0.47
H -2.24 -0.35 -0.95
H -2.71 1.26 -1.21
H 0.61 2.35 -0.33
H -0.31 -0.10 -0.09
C 0.92 -0.37 -0.61
C 0.51 -1.64 1.71
N -0.16 -1.53 0.65
N 2.03 0.10 -0.29
H 2.10 0.68 0.54
H 0.71 -0.95 -1.50
H 1.45 -1.07 1.85
H 0.20 -2.30 2.52
```

## Properties
orbital gap (alpha / beta) = 8.75 / 8.75 eV
charge = 0
LUMO energy (alpha / beta) = 0.599 / 0.598 eV
ΔE to the lowest compared entry with this formula, charge and spin = 5.975 eV

***

No. 7
The molecule C16H26N2O3, computed with wB97M-V/def2-TZVPD.

Structure (XYZ):
```
47
C16H26N2O3 wB97M-V/def2-TZVPD
C 2.33 6.67 1.42
H 1.64 7.19 2.08
H 2.70 7.38 0.69
H 3.17 6.30 2.00
C 1.61 5.52 0.71
C 0.46 6.04 -0.15
H -0.06 5.20 -0.60
H 0.84 6.68 -0.94
H -0.24 6.60 0.46
C 1.09 4.51 1.74
O 0.59 3.38 1.06
C 0.06 2.41 1.93
C -0.48 1.23 1.10
C 0.67 0.62 0.29
H 1.52 0.48 0.95
H 0.95 1.36 -0.46
C 0.37 -0.72 -0.40
C 0.64 -1.88 0.56
O 0.58 -1.80 1.77
N 1.00 -3.03 -0.05
H 1.06 -3.12 -1.05
N 1.30 -4.20 0.68
H 0.46 -4.77 0.75
H 1.54 -3.89 1.62
H 1.06 -0.83 -1.25
C -1.08 -0.82 -0.93
C -1.31 -2.12 -1.63
C -1.97 -3.16 -0.99
C -2.15 -4.39 -1.61
C -1.66 -4.58 -2.90
C -1.01 -3.55 -3.55
C -0.84 -2.33 -2.92
H -0.33 -1.53 -3.44
H -0.64 -3.70 -4.55
H -1.80 -5.54 -3.38
H -2.66 -5.18 -1.10
H -2.35 -3.01 0.02
H -1.24 0.01 -1.62
H -1.76 -0.72 -0.09
O -1.14 0.32 1.93
H -0.51 -0.38 2.19
H -1.24 1.64 0.42
H -0.76 2.83 2.53
H 0.84 2.04 2.63
H 1.90 4.22 2.43
H 0.28 4.97 2.34
H 2.32 4.99 0.07
```

## Properties
orbital gap = 9.97 eV
charge = 0
LUMO energy = 0.759 eV
ΔE to the lowest compared entry with this formula, charge and spin = 2.289 eV

***

No. 8
C20H45GeN3O4SSiTc as an isolated structure at a distorted geometry, computed with wB97M-V/def2-TZVPD.

Structure (XYZ):
```
76
C20H45GeN3O4SSiTc wB97M-V/def2-TZVPD
Tc -1.50 0.36 -0.08
C 2.39 -1.49 -1.70
C 1.36 -0.43 -2.05
C 0.29 -0.69 -3.12
C 1.91 1.01 -2.20
O 0.56 -0.34 -0.70
Si 1.04 -0.26 0.92
S -0.56 0.65 2.01
O 2.40 0.59 0.95
C 3.50 1.24 1.80
C 4.70 0.31 1.78
C 3.01 1.34 3.25
C 3.70 2.60 1.14
O 1.42 -1.75 1.43
C 1.07 -2.65 2.49
C 1.01 -1.99 3.83
C 2.15 -3.70 2.44
C -0.29 -3.28 2.07
H 3.13 -1.67 -2.51
H 1.88 -2.43 -1.40
H 2.94 -1.17 -0.82
H 0.66 -0.22 -4.00
H -0.62 -0.19 -2.86
H 0.26 -1.78 -3.32
H 2.69 1.19 -3.02
H 2.38 1.27 -1.29
H 1.06 1.67 -2.41
H 4.40 -0.68 2.18
H 5.53 0.76 2.35
H 5.04 0.16 0.76
H 2.86 0.36 3.77
H 2.12 1.94 3.31
H 3.73 1.88 3.86
H 4.12 2.39 0.11
H 4.38 3.23 1.71
H 2.71 3.17 1.01
H 1.86 -1.39 4.15
H 0.88 -2.75 4.64
H 0.14 -1.24 3.98
H 3.09 -3.20 2.67
H 2.36 -4.11 1.44
H 2.11 -4.59 3.08
H -1.04 -2.45 2.09
H -0.59 -4.12 2.72
H -0.26 -3.61 1.03
C -2.21 -2.50 -2.00
Ge -3.59 -1.90 -0.69
C -5.01 -1.51 -2.02
C -4.10 -3.19 0.68
C -3.34 -0.12 0.40
H -2.41 -1.84 -2.82
H -2.37 -3.55 -2.28
H -1.22 -2.42 -1.57
H -5.49 -2.34 -2.47
H -4.68 -0.85 -2.81
H -5.75 -0.95 -1.42
H -4.29 -4.12 0.13
H -4.99 -2.88 1.17
H -3.31 -3.27 1.44
H -3.61 -0.43 1.44
H -4.20 0.34 -0.14
C -1.57 5.53 -1.85
N -1.57 4.13 -1.93
C -2.45 3.41 -2.86
C -2.46 1.99 -2.27
O -3.00 0.97 -2.71
N -1.66 2.09 -1.11
C -1.23 3.30 -0.91
N -0.62 3.66 0.20
H -2.55 5.91 -1.46
H -1.40 6.03 -2.87
H -0.75 5.78 -1.17
H -2.03 3.38 -3.85
H -3.46 3.82 -3.00
H -0.42 2.95 0.91
H -0.28 4.64 0.33
```

## Properties
orbital gap (alpha / beta) = 6.55 / 7.07 eV
multiplicity = 4
charge = +2
LUMO energy (alpha / beta) = -8.497 / -8.133 eV
ΔE to the lowest compared entry with this formula, charge and spin = 0.000 eV

***

No. 9
C35H56N4Si4TaTe as an isolated structure at a distorted geometry, computed with wB97M-V/def2-TZVPD.

Structure (XYZ):
```
101
C35H56N4Si4TaTe wB97M-V/def2-TZVPD
Ta 0.46 0.08 0.11
C -2.39 -0.03 3.04
Si -0.59 -0.05 3.60
C -0.55 1.38 4.85
C -0.31 -1.77 4.31
N 0.58 0.18 2.28
C 1.93 0.13 2.64
C 2.37 0.08 3.97
C 3.70 0.11 4.32
C 4.66 0.19 3.32
C 4.26 0.21 2.00
C 2.92 0.18 1.62
N 2.47 0.19 0.27
Si 3.79 0.12 -0.97
C 3.33 -0.03 -2.79
C 4.70 1.77 -0.88
C 4.76 -1.49 -0.73
H -3.00 -0.07 3.95
H -2.65 -0.89 2.43
H -2.66 0.89 2.51
H -1.01 1.04 5.78
H -1.15 2.21 4.47
H 0.44 1.76 5.09
H -1.14 -2.06 4.95
H 0.61 -1.86 4.89
H -0.25 -2.50 3.49
H 1.64 0.03 4.77
H 3.99 0.08 5.36
H 5.71 0.23 3.56
H 5.04 0.26 1.25
H 2.83 0.85 -3.21
H 2.75 -0.92 -3.03
H 4.29 -0.13 -3.31
H 3.98 2.59 -0.89
H 5.33 1.88 -1.77
H 5.34 1.91 -0.01
H 4.16 -2.33 -1.09
H 5.08 -1.71 0.29
H 5.66 -1.45 -1.35
C -2.45 -1.79 -2.55
Si -0.68 -1.32 -3.04
C 0.48 -2.81 -2.85
C -0.80 -1.07 -4.91
C 0.10 0.16 -2.11
Si -0.37 1.88 -2.75
C 1.09 3.04 -2.36
C -1.97 2.58 -2.00
C -0.58 2.07 -4.62
H -2.81 -2.56 -3.24
H -3.14 -0.94 -2.63
H -2.52 -2.19 -1.54
H -0.08 -3.74 -2.70
H 1.18 -2.70 -2.02
H 1.06 -2.94 -3.77
H -0.92 -2.05 -5.39
H 0.09 -0.61 -5.34
H -1.66 -0.46 -5.20
H 1.13 0.06 -2.48
H 1.56 2.85 -1.39
H 0.78 4.09 -2.39
H 1.86 2.92 -3.13
H -1.94 2.68 -0.91
H -2.82 1.95 -2.25
H -2.16 3.57 -2.42
H 0.18 1.52 -5.16
H -0.48 3.12 -4.89
H -1.56 1.73 -4.96
C -0.10 4.70 0.28
Te -0.14 2.76 1.21
C 1.46 3.39 2.50
H -0.33 5.45 1.04
H -0.85 4.75 -0.51
H 0.88 4.91 -0.15
H 2.18 3.95 1.92
H 1.93 2.52 2.94
H 1.03 4.01 3.28
N -2.05 0.11 -0.03
C -3.19 0.14 -0.07
C -4.61 0.19 -0.08
C -5.34 -0.89 -0.60
C -6.72 -0.85 -0.57
C -7.37 0.25 -0.03
C -6.64 1.33 0.47
C -5.26 1.30 0.44
H -4.82 -1.75 -1.01
H -7.29 -1.68 -0.96
H -8.45 0.28 -0.01
H -7.16 2.19 0.87
H -4.69 2.14 0.83
N 0.35 -7.50 0.89
C 0.33 -6.35 0.84
C 0.32 -4.93 0.75
C -0.88 -4.23 0.68
C -0.87 -2.85 0.54
C 0.32 -2.13 0.47
C 1.51 -2.84 0.60
C 1.53 -4.22 0.73
H -1.82 -4.77 0.74
H -1.82 -2.34 0.49
H 2.46 -2.32 0.62
H 2.46 -4.76 0.80
```

## Properties
orbital gap = 6.62 eV
charge = +1
LUMO energy = -3.757 eV
ΔE to the lowest compared entry with this formula, charge and spin = 0.813 eV

***

No. 10
The molecule C3H9N2PS at a distorted geometry, computed with wB97M-V/def2-TZVPD.

Structure (XYZ):
```
16
C3H9N2PS wB97M-V/def2-TZVPD
C 0.36 -1.07 2.05
C 0.83 1.03 -1.85
C 0.03 0.07 1.12
N -0.06 -0.57 -0.25
N -0.35 0.43 -1.34
P -1.88 0.77 -1.81
S -3.11 -0.01 -0.55
H 1.06 -1.58 1.36
H 0.87 -0.70 2.90
H -0.46 -1.76 2.05
H 1.61 0.26 -1.90
H 0.79 1.55 -2.77
H 1.31 1.72 -1.18
H -1.01 0.40 1.36
H 0.89 0.70 1.02
H -0.86 -1.23 -0.19
```

## Properties
orbital gap (alpha / beta) = 7.09 / 6.09 eV
multiplicity = 3
charge = 0
LUMO energy (alpha / beta) = 0.906 / -2.852 eV
ΔE to the lowest compared entry with this formula, charge and spin = 0.000 eV

***

No. 11
The molecule C3H4N2O, computed with wB97M-V/def2-TZVPD.

Structure (XYZ):
```
10
C3H4N2O wB97M-V/def2-TZVPD
O 2.24 0.00 -0.02
C 0.89 -0.06 0.00
N 0.24 -1.21 -0.06
N -1.06 -0.85 -0.03
C -1.23 0.49 0.05
C 0.03 1.05 0.07
H 2.56 -0.91 -0.14
H -1.76 -1.56 -0.06
H -2.21 0.94 0.08
H 0.30 2.10 0.12
```

## Properties
orbital gap = 9.96 eV
charge = 0
LUMO energy = 1.055 eV
ΔE to the lowest compared entry with this formula, charge and spin = 0.899 eV

***

No. 12
C2HFHgLiO2 as an isolated structure at a distorted geometry, computed with wB97M-V/def2-TZVPD.

Structure (XYZ):
```
8
C2HFHgLiO2 wB97M-V/def2-TZVPD
F 2.31 0.64 -0.13
O -0.88 1.32 0.53
C 0.07 1.27 -0.47
C 1.01 0.28 -0.43
O 0.83 -0.94 -0.71
Hg -1.94 -0.99 1.85
Li -0.96 -0.84 -1.40
H -0.02 1.94 -1.34
```

## Properties
orbital gap (alpha / beta) = 5.99 / 7.51 eV
multiplicity = 2
charge = 0
LUMO energy (alpha / beta) = -1.030 / -1.101 eV
ΔE to the lowest compared entry with this formula, charge and spin = 0.000 eV

***

no.,DFT total energy (eV)
1,-20447.1695
2,-32015.9073
3,-20798.8789
4,-6783.4402
5,-65443.9978
6,-9195.6585
7,-26136.5447
8,-111546.1804
9,-83518.5238
10,-26357.1985
11,-8202.9862
12,-13280.8527